Entry 1:
ORCA calculation (wB97M-V/def2-TZVPD) on a structure of composition C26H28ClMnN8O4S in a non-equilibrium geometry.

Cartesian coordinates (Å):
1 Mn -1.866 2.167 -0.483
2 C -0.848 -0.189 4.444
3 N -1.154 0.749 3.348
4 C -1.515 0.507 2.098
5 N -1.695 1.659 1.460
6 C -1.414 2.602 2.416
7 N -1.070 2.084 3.561
8 C 0.438 -0.968 4.262
9 C 1.385 -1.020 5.296
10 C 2.554 -1.768 5.180
11 C 2.815 -2.475 4.024
12 C 1.868 -2.433 2.982
13 C 0.680 -1.688 3.119
14 C 2.099 -3.126 1.774
15 N 3.141 -3.902 1.424
16 N 2.934 -4.304 0.187
17 C 1.764 -3.771 -0.219
18 O 1.214 -3.029 0.760
19 C 1.134 -3.876 -1.477
20 C 1.728 -4.651 -2.491
21 C 1.100 -4.727 -3.719
22 C -0.087 -4.040 -3.937
23 C -0.688 -3.264 -2.931
24 C -2.015 -2.592 -3.212
25 N -2.323 -1.499 -2.282
26 C -1.746 -0.313 -2.153
27 N -2.278 0.304 -1.101
28 C -3.214 -0.574 -0.627
29 N -3.255 -1.681 -1.313
30 C -0.080 -3.191 -1.704
31 H -1.695 -0.868 4.550
32 H -0.804 0.431 5.334
33 H -1.706 -0.471 1.689
34 H -1.484 3.667 2.260
35 H 1.200 -0.476 6.216
36 H 3.258 -1.793 6.000
37 H 3.723 -3.051 3.907
38 H -0.044 -1.729 2.318
39 H 2.656 -5.173 -2.298
40 H 1.532 -5.321 -4.513
41 H -0.566 -4.114 -4.908
42 H -2.827 -3.308 -3.088
43 H -2.063 -2.210 -4.231
44 H -0.984 0.079 -2.808
45 H -3.871 -0.367 0.203
46 H -0.527 -2.631 -0.893
47 C 2.238 1.069 -2.690
48 C 2.416 2.272 -1.774
49 S 0.883 3.173 -1.602
50 O 0.025 2.188 -0.725
51 C 1.364 4.486 -0.474
52 C 1.987 4.027 0.837
53 H 3.188 0.542 -2.773
54 H 1.936 1.369 -3.693
55 H 1.503 0.374 -2.282
56 H 3.119 3.000 -2.187
57 H 2.734 1.993 -0.770
58 H 0.441 5.050 -0.328
59 H 2.029 5.119 -1.068
60 H 1.478 3.150 1.240
61 H 1.901 4.829 1.568
62 H 3.046 3.803 0.724
63 Cl -5.203 4.285 -2.988
64 C -3.920 4.882 -1.905
65 C -3.202 3.654 -1.479
66 O -2.154 3.216 -2.067
67 O -3.566 2.943 -0.457
68 H -4.382 5.381 -1.058
69 H -3.265 5.538 -2.469

spin multiplicity	4
net charge	+3
Kohn-Sham gap (spin up / spin down)	6.97 / 5.86	eV
⟨S²⟩	3.992
strongest force on any atom	1.3	eV/A
energy relative to the best compared isomer or geometry (same formula, charge and spin)	0.0	kcal/mol
LUMO (spin up / spin down)	-0.3620 / -0.4259	Eh



Entry 2:
ORCA calculation (wB97M-V/def2-TZVPD) on a cluster of 2 separate species, C26H28F4O4 in total in a non-equilibrium geometry.

Cartesian coordinates (Å):
1 C 3.327 -3.211 3.185
2 C 1.864 -2.889 3.167
3 O 1.679 -1.493 2.900
4 C 0.365 -1.199 3.003
5 C -0.062 0.166 2.750
6 C -1.542 0.448 2.836
7 C -2.366 -0.416 1.870
8 C -3.850 -0.066 1.924
9 C -4.401 -0.224 3.342
10 C -3.590 0.600 4.340
11 C -2.104 0.259 4.261
12 C 0.823 1.303 2.627
13 O 0.386 2.429 2.352
14 O 2.144 1.114 2.826
15 C 2.849 2.373 2.845
16 C 4.329 2.131 2.898
17 O -0.438 -2.094 3.299
18 H 3.425 -4.256 3.485
19 H 3.784 -3.110 2.197
20 H 3.876 -2.606 3.911
21 H 1.354 -3.470 2.386
22 H 1.420 -3.139 4.139
23 H -1.632 1.503 2.553
24 H -1.962 -0.276 0.858
25 H -2.196 -1.457 2.177
26 H -3.976 0.978 1.604
27 H -4.404 -0.699 1.222
28 H -5.456 0.069 3.374
29 H -4.344 -1.283 3.629
30 H -3.715 1.666 4.106
31 H -3.951 0.439 5.361
32 H -1.932 -0.796 4.516
33 H -1.520 0.884 4.947
34 H 2.602 2.942 1.940
35 H 2.523 2.948 3.724
36 H 4.822 3.103 2.971
37 H 4.628 1.541 3.768
38 H 4.694 1.651 1.984
39 F 0.348 5.580 -1.787
40 C -0.368 4.405 -1.698
41 C -1.753 4.473 -1.831
42 C -2.429 3.252 -1.761
43 F -3.803 3.267 -1.851
44 C -1.790 2.039 -1.593
45 C -0.366 1.982 -1.447
46 C 0.216 0.698 -1.294
47 C 1.578 0.309 -1.278
48 C 1.853 -1.089 -1.149
49 C 3.153 -1.550 -1.150
50 F 3.375 -2.906 -1.043
51 C 4.266 -0.711 -1.247
52 C 3.986 0.648 -1.366
53 F 5.052 1.522 -1.435
54 C 2.704 1.172 -1.417
55 C 0.328 3.227 -1.473
56 H -2.272 5.413 -1.971
57 H -2.348 1.103 -1.563
58 H -0.498 -0.132 -1.273
59 H 1.008 -1.772 -1.070
60 H 5.279 -1.092 -1.235
61 H 2.577 2.235 -1.575
62 H 1.395 3.275 -1.299

net charge	0
Kohn-Sham gap	3.21	eV
strongest force on any atom	1.5	eV/A
energy relative to the best compared isomer or geometry (same formula, charge and spin)	2.8	kcal/mol
LUMO	-0.1303	Eh



Entry 3:
ORCA calculation (wB97M-V/def2-TZVPD) on a structure of composition C26H28F6IrN4O6S2 in a non-equilibrium geometry.

Cartesian coordinates (Å):
1 Ir -0.208 1.716 -0.670
2 F -3.702 4.917 -0.357
3 C -4.055 4.268 -1.485
4 F -5.367 4.498 -1.693
5 F -3.338 4.872 -2.490
6 S -3.715 2.447 -1.438
7 O -2.275 2.225 -1.765
8 O -4.165 2.052 -0.127
9 N -4.534 1.960 -2.681
10 S -4.857 0.473 -3.182
11 O -5.330 0.583 -4.511
12 O -3.966 -0.580 -2.764
13 C -6.512 0.243 -2.235
14 F -7.236 -0.735 -2.862
15 F -7.166 1.436 -2.261
16 F -6.374 -0.068 -0.955
17 O 1.590 4.692 -2.818
18 C 1.067 3.640 -2.405
19 O 0.744 3.388 -1.197
20 C 0.770 2.508 -3.342
21 C 0.866 2.581 -4.753
22 C 0.417 1.473 -5.474
23 C 0.003 0.294 -4.795
24 C -0.148 0.318 -3.403
25 N 0.210 1.417 -2.719
26 H 1.341 3.361 -5.248
27 H 0.442 1.500 -6.547
28 H -0.389 -0.552 -5.378
29 H -0.670 -0.463 -2.847
30 C -2.168 -4.327 2.071
31 C -1.615 -3.221 3.035
32 C -0.443 -3.810 3.828
33 C -2.670 -2.935 4.133
34 C -1.328 -2.015 2.121
35 C -2.271 -1.159 1.543
36 C -2.011 -0.059 0.751
37 N -0.734 0.317 0.552
38 C 0.270 -0.383 1.226
39 C -0.019 -1.606 1.919
40 C 1.610 0.196 1.052
41 C 2.884 -0.318 1.502
42 C 4.014 0.390 1.132
43 C 3.835 1.784 0.758
44 C 2.546 2.285 0.567
45 N 1.504 1.421 0.441
46 C 5.345 -0.341 1.302
47 C 5.410 -1.012 2.690
48 C 6.500 0.595 1.118
49 C 5.309 -1.422 0.159
50 H -2.312 -5.272 2.622
51 H -1.335 -4.474 1.289
52 H -3.176 -3.983 1.741
53 H -0.809 -4.671 4.369
54 H -0.166 -3.040 4.604
55 H 0.400 -4.054 3.167
56 H -2.724 -3.689 4.897
57 H -3.716 -2.844 3.757
58 H -2.507 -1.976 4.589
59 H -3.322 -1.329 1.762
60 H -2.904 0.431 0.327
61 H 0.809 -2.191 2.400
62 H 3.039 -1.371 1.770
63 H 4.549 2.561 0.655
64 H 2.280 3.331 0.361
65 H 5.163 -0.470 3.573
66 H 6.400 -1.419 2.868
67 H 4.696 -1.880 2.699
68 H 6.691 1.201 2.024
69 H 6.281 1.182 0.217
70 H 7.443 0.037 1.051
71 H 4.611 -2.238 0.453
72 H 6.299 -1.844 -0.025
73 H 4.893 -0.843 -0.673

spin multiplicity	5
net charge	+1
Kohn-Sham gap (spin up / spin down)	6.44 / 6.02	eV
⟨S²⟩	6.015
strongest force on any atom	4.8	eV/A
energy relative to the best compared isomer or geometry (same formula, charge and spin)	8.0	kcal/mol
LUMO (spin up / spin down)	-0.1708 / -0.2336	Eh



Which formula does entry 2 have? C26H28F4O4